No. 1
Here is 11 unconnected molecules or ions with the total composition C60H153N11O19 at a distorted geometry from the Open Molecules 2025 dataset. Energies are from the ωB97M-V functional and the def2-TZVPD basis.

Each line ends with the Löwdin charge.
Atoms and positions in Å:
O1 -3.21 3.39 -0.89  -0.198
H1 -2.27 1.31 6.15  0.091
O2 -3.48 -2.14 -6.95  -0.205
H2 -3.64 -4.84 -1.24  0.132
H3 -2.71 -1.48 -3.76  0.128
H4 -1.64 2.86 -4.09  0.127
C1 -0.41 -0.43 5.24  -0.438
H5 -2.86 3.03 -6.93  0.127
C2 2.74 -1.88 0.36  -0.411
H6 -6.18 -3.19 -1.48  0.106
H7 10.36 4.56 -2.62  0.127
H8 -0.28 -6.30 -6.12  0.120
H9 3.64 6.82 6.91  0.133
C3 -1.03 -4.35 -2.22  -0.123
H10 4.28 -4.86 -0.82  0.097
H11 4.60 6.65 4.66  0.091
H12 -0.58 -1.13 -0.57  0.118
H13 -0.37 -1.44 -3.91  0.083
H14 0.88 -4.75 2.45  0.091
C4 -0.19 1.59 -0.16  -0.193
H15 -0.14 -4.34 -7.20  0.109
C5 -0.31 5.22 2.62  -0.131
H16 0.97 -1.84 6.26  0.082
C6 1.47 -6.80 3.02  -0.213
H17 2.30 0.24 -0.20  0.057
H18 -1.80 0.19 3.92  0.041
C7 3.69 -5.96 0.98  -0.197
H19 -0.79 4.44 3.26  0.098
C8 1.76 -5.39 2.39  -0.202
N1 2.33 -5.45 1.05  -0.069
H20 0.40 -5.17 -3.89  0.115
O3 -1.54 0.10 -2.95  -0.213
O4 3.30 -6.55 -1.32  -0.211
C9 3.91 -0.90 3.04  -0.066
H21 4.07 3.80 -0.16  0.081
H22 -3.11 3.79 -4.43  0.118
H23 2.11 4.95 5.17  0.122
H24 -0.06 2.00 2.01  0.127
C10 0.59 6.57 4.27  -0.209
H25 -4.46 4.04 -2.39  0.111
H26 -0.49 0.30 -7.35  0.081
H27 1.15 -6.48 4.02  0.111
H28 0.98 -1.57 1.54  0.089
C11 7.62 4.14 -2.58  -0.225
C12 -4.67 -4.55 -0.94  -0.462
H29 -3.69 -1.04 3.74  0.100
C13 4.74 5.81 5.33  -0.207
H30 -5.41 -4.76 2.85  0.098
H31 -2.68 -1.99 -0.55  0.080
H32 1.62 7.67 5.82  0.115
O5 0.87 5.61 3.23  -0.201
H33 2.91 3.56 -3.05  0.065
C14 -4.59 -0.76 3.18  -0.168
H34 1.76 3.13 2.90  0.085
H35 2.99 2.11 2.20  0.078
H36 -5.19 -6.51 -0.74  0.052
H37 13.11 5.22 0.55  0.092
H38 2.21 4.81 -1.89  0.097
H39 3.04 3.81 1.81  0.066
C15 -8.53 -3.86 2.49  -0.159
H40 3.89 -1.94 3.41  0.088
C16 -2.40 -3.06 -7.34  -0.145
H41 5.13 3.90 2.63  0.067
H42 -1.93 -2.77 -8.24  0.102
H43 3.70 -2.41 0.46  0.132
H44 2.53 -5.01 3.04  0.101
H45 -5.16 -3.66 -2.83  0.080
H46 4.75 2.26 0.29  0.065
H47 -1.51 1.35 -8.30  0.081
H48 -0.10 4.81 1.64  0.070
H49 -2.85 -4.03 -7.54  0.115
H50 -5.71 -4.01 0.82  0.118
C17 3.59 5.81 6.38  -0.201
H51 -3.63 0.87 1.96  0.115
H52 0.36 -0.52 -2.58  0.061
N2 -5.54 -5.70 -1.17  0.069
H53 -2.53 5.14 -1.86  0.071
H54 4.37 -5.46 1.69  0.123
C18 -4.70 -4.14 0.46  -0.224
N3 -3.95 1.53 -2.85  -0.039
H55 1.10 1.04 4.61  0.132
H56 -8.61 -4.76 3.06  0.083
O6 4.80 4.57 4.60  -0.207
H57 4.06 -8.54 -1.13  0.076
H58 -4.56 -2.47 -1.72  0.045
N4 8.49 4.58 -1.49  -0.050
H59 10.01 3.04 -1.98  0.128
H60 6.40 4.85 3.46  0.086
C19 1.85 6.92 5.08  -0.205
H61 -0.67 -0.55 1.19  0.098
H62 0.12 7.43 3.83  0.106
H63 -0.43 2.54 -0.65  0.108
H64 5.63 5.09 -2.03  0.133
H65 -9.55 -3.48 2.50  0.076
H66 -1.79 3.00 6.55  0.083
C20 6.17 4.12 -2.16  -0.189
C21 -1.44 -3.49 1.08  -0.087
H67 -1.49 -3.39 -1.90  0.088
H68 -5.26 3.81 -0.83  0.123
C22 -4.32 -4.91 2.64  -0.062
H69 5.61 3.55 -2.92  0.116
C23 -0.31 -0.45 -3.44  -0.055
H70 4.23 2.59 -1.32  0.057
N5 -0.47 -4.21 -6.23  -0.070
H71 -1.03 -6.38 1.51  0.062
H72 3.67 -7.04 1.19  0.109
H73 1.04 0.75 1.48  0.102
C24 -4.89 2.02 -1.81  -0.181
N6 -1.28 4.46 -5.40  -0.036
O7 1.25 4.48 -3.65  -0.163
H74 -4.82 3.18 3.46  0.064
C25 4.75 2.99 -0.48  -0.077
N7 2.24 5.75 5.84  -0.079
H75 -7.00 -1.72 1.65  0.118
H76 0.16 5.81 -2.57  0.135
C26 -1.18 -0.54 0.20  -0.219
H77 1.55 -3.51 -0.16  0.031
H78 3.99 -0.21 3.86  0.082
O8 6.09 3.40 -0.87  -0.208
H79 1.56 -1.30 4.74  0.054
C27 -1.39 -3.08 -6.16  -0.193
H80 -3.92 -5.77 3.16  0.078
H81 -0.50 4.18 -2.74  0.081
H82 -3.70 -4.04 2.87  0.076
H83 2.90 -8.38 -2.33  0.082
H84 0.20 -2.45 4.76  0.064
H85 -0.76 -6.53 -3.68  0.114
C28 10.74 4.37 -0.57  -0.265
C29 2.04 3.99 -2.61  -0.103
N8 1.85 -2.64 -0.55  0.063
H86 -2.25 0.15 -7.25  0.056
C30 12.95 4.14 0.34  -0.078
H87 -0.49 6.24 -4.90  0.100
H88 -4.61 -0.61 -7.34  0.090
H89 -1.57 -7.78 2.39  0.092
C31 -2.18 3.42 -4.91  -0.231
H90 0.10 0.35 -4.05  0.090
H91 -5.32 1.23 2.41  0.105
H92 -2.63 0.03 -4.71  0.119
C32 -4.50 3.43 -1.50  -0.231
C33 2.38 2.98 2.01  -0.126
H93 -0.45 -3.11 0.85  0.061
H94 1.97 -2.59 2.21  0.109
C34 -3.87 2.84 3.72  -0.122
H95 -1.07 -0.67 6.12  0.150
H96 -7.69 -0.73 4.51  0.107
H97 -1.54 4.60 -0.48  0.085
C35 2.05 -1.66 1.64  -0.212
H98 -4.12 -3.24 0.60  0.093
C36 4.24 -5.89 -0.50  -0.207
H99 4.51 -7.69 -2.62  0.090
H100 -0.98 6.09 2.42  0.100
H101 0.05 -4.33 -2.27  0.077
C37 0.57 1.73 1.14  -0.195
H102 2.59 7.21 4.34  0.110
H103 -3.31 -0.84 0.52  0.110
C38 -0.92 5.43 -4.36  -0.195
H104 10.69 5.46 -0.30  0.132
C39 -2.59 4.66 -0.86  -0.102
H105 -8.66 -1.39 2.34  0.113
H106 -3.36 1.80 -5.66  0.121
H107 -3.44 -0.78 -8.62  0.078
O9 -7.64 -3.03 3.12  -0.204
C40 -0.58 -5.58 -4.12  -0.191
O10 0.44 -7.52 2.38  -0.198
C41 -5.12 -3.40 -1.77  -0.055
H108 -3.51 3.35 4.62  0.083
N9 -1.40 0.82 -0.08  -0.041
C42 -3.94 0.08 -2.99  -0.217
C43 -4.08 -1.36 -7.94  -0.164
H109 12.42 3.72 1.17  0.070
C44 3.72 -7.82 -1.87  -0.086
C45 -7.64 -1.70 2.55  -0.182
H110 -1.98 1.00 -0.88  0.082
H111 -4.76 -0.16 -3.69  0.134
H112 -1.37 -5.12 -1.57  0.072
C46 0.01 4.96 -3.27  -0.265
H113 8.13 4.22 -0.62  0.099
N10 -1.16 -0.54 4.03  0.101
C47 -0.82 -5.49 -5.61  -0.191
H114 2.35 -7.47 3.04  0.126
H115 -3.18 5.38 -0.24  0.097
H116 -5.68 -5.88 -2.16  0.071
H117 13.87 3.67 0.05  0.080
H118 1.79 -6.11 0.48  0.119
O11 -0.55 1.97 5.36  -0.207
O12 -1.46 -4.64 -3.51  -0.211
C48 9.86 4.13 -1.75  -0.232
O13 1.60 2.70 0.90  -0.195
H119 3.98 -0.13 0.14  0.070
H120 5.29 -6.31 -0.57  0.136
H121 -8.23 -4.00 1.43  0.096
H122 -0.97 1.51 7.31  0.081
H123 3.31 -0.59 -1.39  0.088
C49 -2.56 2.51 -6.01  -0.216
H124 -5.90 2.03 -2.29  0.135
O14 -2.32 -2.44 1.42  -0.220
O15 -4.17 -5.21 1.24  -0.193
C50 -2.69 -0.36 -3.65  -0.221
H125 7.92 3.17 -2.94  0.112
H126 -3.00 1.81 -2.56  0.080
C51 -2.40 -1.47 0.35  -0.185
C52 -0.88 -6.93 2.41  -0.080
H127 -1.80 5.90 -3.91  0.113
O16 12.10 4.05 -0.84  -0.207
H128 -0.73 -2.19 -6.13  0.107
H129 -1.46 -4.18 1.97  0.093
H130 5.77 5.87 5.74  0.122
H131 -1.81 -4.07 0.25  0.050
H132 -3.15 3.14 2.95  0.087
C53 -4.40 0.72 2.76  -0.168
H133 -1.87 -5.68 -5.82  0.109
H134 0.85 0.77 6.37  0.126
N11 -5.74 -1.06 4.06  -0.062
H135 10.44 3.87 0.35  0.115
H136 -4.62 -1.38 2.28  0.092
H137 4.98 5.64 2.71  0.092
C54 0.63 -1.59 5.24  -0.045
C55 -1.41 0.87 -7.34  -0.100
H138 -4.84 1.42 -0.92  0.103
H139 -7.14 0.33 3.21  0.125
H140 -4.83 -1.86 -8.58  0.089
H141 0.51 1.09 -0.83  0.094
H142 -0.45 4.07 -5.81  0.102
C56 0.34 0.86 5.40  -0.219
C57 -7.07 -0.75 3.64  -0.231
H143 -0.54 -0.58 3.27  0.039
O17 -1.33 1.82 -6.30  -0.205
H144 4.76 -0.83 2.37  0.078
O18 2.61 -0.59 2.44  -0.229
O19 -3.92 1.46 3.94  -0.219
H145 -5.60 -0.62 4.99  0.125
H146 2.24 -2.98 -1.39  0.055
H147 -1.06 -6.31 3.31  0.095
C58 -1.43 1.99 6.46  -0.097
H148 -4.06 -0.44 -2.01  0.097
H149 7.70 4.92 -3.35  0.127
H150 -0.24 6.21 4.89  0.127
C59 3.06 -0.54 -0.31  -0.038
H151 1.58 3.19 -1.98  0.086
C60 5.33 4.76 3.27  -0.105
H152 -1.89 -3.19 -5.20  0.094
H153 3.72 5.00 7.13  0.120

Values from the calculation:
Multiplicity: 1
SMILES string: COC[C@H](C)N.COC[C@H](C)N.COC[C@H](C)N.COCCNCCOC.COCCNCCOC.COCCNCCOC.COCCNCCOC.COCCNCCOC.COCCNCCOC.COCCNCCOC.COCCNCCOC
Frontier orbital gap in eV: 8.7
Total energy in a.u.: -4409.16260
F_max in eV/Å: 3.1

=====

No. 2
Here is a gas-phase ion, C6H14N2P (charge +1) at a distorted geometry from the Open Molecules 2025 dataset. Energies are from the ωB97M-V functional and the def2-TZVPD basis.

Each line ends with the natural charge from an NBO analysis.
Atoms and positions in Å:
H1 3.14 -1.46 -1.09  0.221
C1 -2.38 -0.54 -0.99  -0.623
C2 1.14 0.32 0.04  0.308
H2 3.07 -1.84 0.70  0.224
H3 -2.59 0.18 1.56  0.245
H4 -3.13 0.26 -1.01  0.240
H5 0.19 1.94 1.61  -0.008
N1 2.56 0.13 0.14  -0.558
C3 -1.51 -0.17 1.36  -0.639
H6 -0.85 0.27 2.06  0.225
C4 -1.27 0.01 -0.13  0.142
H7 -1.50 -1.33 1.63  0.237
C5 3.32 -1.10 -0.08  -0.430
H8 -2.92 -1.36 -0.63  0.238
P1 0.53 2.08 0.21  0.580
H9 0.41 -1.46 -0.72  0.438
H10 -2.01 -0.73 -2.01  0.233
C6 -1.03 1.46 -0.57  -0.685
H11 2.91 0.97 0.71  0.432
H12 -0.71 1.47 -1.67  0.249
H13 4.29 -0.76 -0.20  0.244
N2 0.17 -0.47 -0.39  -0.567
H14 -1.82 2.12 -0.54  0.256

Values from the calculation:
Multiplicity: 1
SMILES string: C/[NH+]=C1\NC(C)(C)CP1
Frontier orbital gap in eV: 10.4
Total energy in a.u.: -687.60044
Charge: +1
F_max in eV/Å: 5.2

=====

No. 3
Here is a molecular structure, C14H23F4N3O6P2V from the Open Molecules 2025 dataset. Energies are from the ωB97M-V functional and the def2-TZVPD basis.

Each line ends with the Mulliken spin population.
Atoms and positions in Å:
O1 -4.39 -1.69 -0.96  0.000
H1 -2.23 -4.55 -1.09  0.000
O2 0.14 -0.89 -1.93  0.005
C1 1.89 -1.20 3.92  0.000
H2 1.51 4.40 0.29  0.000
C2 1.46 -0.74 2.70  0.017
H3 -0.21 4.78 0.48  0.000
C3 -2.38 -2.98 -3.12  -0.001
H4 -3.75 -0.04 -2.82  0.000
H5 -1.11 1.92 -1.90  0.003
H6 3.59 -1.69 5.15  0.000
F1 4.61 -0.21 1.02  0.000
C4 -2.01 -2.55 -1.71  0.000
C5 2.33 -0.38 1.66  -0.023
P1 -0.22 -2.26 -1.41  -0.019
P2 -3.03 -1.11 -1.10  -0.003
V1 -0.17 -0.21 0.18  1.011
C6 3.69 -0.50 1.96  0.000
H7 -2.59 1.84 0.21  -0.002
H8 -3.43 -3.51 -0.52  0.000
C7 -2.29 2.76 -0.31  0.010
C8 0.32 2.73 1.04  0.009
C9 3.24 -1.32 4.19  -0.002
N1 -2.42 -3.62 -0.72  0.001
H9 -1.85 -3.48 0.13  0.000
H10 -0.63 3.55 -1.44  0.001
H11 1.14 2.23 1.56  0.000
C10 4.11 -0.96 3.19  0.001
H12 -3.08 3.00 -1.03  0.001
O3 -2.26 -0.60 0.09  0.014
H13 0.83 4.63 1.89  0.000
O4 -2.96 -0.02 -2.27  0.006
C11 -0.98 2.58 -1.04  -0.007
H14 1.03 1.47 -1.98  0.002
F2 0.97 -1.50 4.85  0.000
H15 -0.56 2.59 1.67  0.000
N2 0.08 1.97 -0.21  -0.022
F3 5.44 -1.07 3.40  0.000
N3 1.76 0.05 0.50  -0.011
H16 -3.46 -3.04 -3.24  0.000
H17 -1.99 -2.24 -3.82  0.000
H18 3.12 1.65 0.20  -0.001
F4 0.12 -0.56 2.48  0.015
O5 0.43 -3.44 -2.27  0.001
H19 -2.25 3.57 0.42  0.000
H20 2.98 0.55 -1.16  -0.003
H21 1.72 2.91 -1.22  0.007
H22 -1.92 -3.94 -3.37  0.000
C12 0.62 4.22 0.90  -0.001
C13 1.33 1.90 -1.02  0.017
O6 -0.06 -2.50 0.08  -0.003
C14 2.41 1.03 -0.36  -0.022
H23 1.37 -3.55 -2.12  0.000

Values from the calculation:
Multiplicity: 2
Frontier orbital gap (alpha / beta) in eV: 6.1 / 5.6
Total energy in a.u.: -3189.38316
F_max in eV/Å: 0.9